[1]
# C31H80N11O19

11 unconnected molecules or ions with the total composition C31H80N11O19 at a distorted geometry (ωB97M-V/def2-TZVPD, the Open Molecules 2025 dataset).

Summary:
- Energy: -3259.5101 hartree
- Net charge: +3
- Spin multiplicity: 1
- HOMO level: -14.0 eV

Each line ends with the Löwdin charge.
Cartesian coordinates (Å):
C 1.0035 -25.0917 -4.8660  -0.041
C 1.9941 -23.9643 -4.5647  -0.155
N 2.2621 -23.7972 -3.0693  -0.221
C 2.8604 -25.0500 -2.5431  -0.016
C 3.3583 -22.7102 -2.9259  -0.142
C 3.0444 -21.3655 -3.5823  -0.049
C 0.8689 -23.4658 -2.3523  -0.031
C 0.9972 -22.7293 -1.0239  -0.141
O 1.8874 -23.4997 -0.1295  -0.241
C 2.1959 -22.8406 1.0942  -0.084
H 1.3795 -26.0850 -4.5578  0.084
H 0.8227 -25.0835 -5.9310  0.089
H 0.0336 -24.9541 -4.4002  0.058
H 1.7593 -22.9730 -4.9415  0.115
H 2.9369 -24.2566 -5.0225  0.135
H 3.2409 -24.8326 -1.5435  0.096
H 3.7655 -25.3356 -3.0826  0.120
H 2.1340 -25.8217 -2.5450  0.052
H 4.3018 -23.1322 -3.2779  0.135
H 3.5244 -22.6505 -1.8597  0.108
H 2.0526 -20.9697 -3.4508  0.076
H 3.1004 -21.4306 -4.6613  0.079
H 3.7006 -20.6229 -3.1481  0.095
H 0.3590 -24.4056 -2.1599  0.106
H 0.2942 -22.8858 -3.1011  0.147
H -0.0038 -22.6401 -0.5811  0.124
H 1.4725 -21.7494 -1.2010  0.124
H 2.7644 -23.5596 1.6973  0.083
H 1.2604 -22.5735 1.6129  0.088
H 2.7601 -21.9201 0.9202  0.097
C -1.8063 -30.6594 2.1633  -0.039
C -3.0648 -29.9292 1.8038  -0.170
N -4.2113 -30.8677 1.3931  -0.218
C -5.3437 -29.9392 0.8568  0.037
C -3.8776 -31.8781 0.3205  -0.166
C -3.3637 -31.2313 -0.9655  -0.048
C -4.7753 -31.6344 2.6099  -0.065
C -5.1903 -30.8133 3.8250  -0.175
O -4.0694 -30.3678 4.5899  -0.203
C -4.3104 -29.4663 5.6753  -0.063
H -1.4886 -31.2991 1.3613  0.066
H -1.9018 -31.1335 3.1248  0.085
H -1.0265 -29.9031 2.2005  0.074
H -2.8697 -29.2732 0.9529  0.105
H -3.4224 -29.2592 2.5633  0.107
H -5.0649 -29.4341 -0.0831  0.098
H -5.4221 -29.1390 1.5669  0.047
H -6.2469 -30.5002 0.7645  0.105
H -4.8018 -32.4355 0.0979  0.141
H -3.1281 -32.5553 0.7043  0.119
H -3.0980 -31.9791 -1.7007  0.092
H -2.5194 -30.6197 -0.6646  0.057
H -4.1428 -30.7071 -1.4940  0.070
H -4.0430 -32.3794 2.9066  0.140
H -5.6650 -32.1012 2.2128  0.131
H -5.6808 -31.5697 4.4363  0.139
H -5.8788 -30.0366 3.5065  0.125
H -4.6794 -28.4968 5.3690  0.081
H -3.3823 -29.2850 6.2072  0.090
H -5.0587 -29.9003 6.3388  0.094
C 3.3086 -28.1805 -0.2025  0.053
C 2.8322 -29.1597 0.7902  -0.385
O 2.3655 -29.0889 1.8821  0.174
N 2.9571 -30.6203 0.3787  0.082
H 3.9630 -30.7824 0.2413  0.187
H 2.8144 -31.1933 1.2205  0.182
C 1.9938 -31.0660 -0.6875  0.027
H 4.3379 -28.4452 -0.3939  0.110
H 3.2213 -27.1725 0.2053  0.104
H 2.7387 -28.1978 -1.1291  0.081
H 1.0685 -30.5865 -0.4526  0.063
H 1.7636 -32.1315 -0.5797  0.120
H 2.3328 -30.7476 -1.6469  0.075
C 0.4640 -23.4310 4.5107  0.034
C 1.2506 -24.5758 4.0794  -0.253
O 1.1186 -25.5526 3.4394  0.171
N 2.6971 -24.8195 5.1565  0.046
H 3.3286 -24.0267 5.0984  0.149
H 2.1589 -24.9395 6.0199  0.152
C 3.4350 -26.1135 4.9084  -0.009
H -0.3057 -23.9740 5.0740  0.139
H -0.0817 -23.0114 3.6478  0.086
H 0.9968 -22.6462 5.0700  0.119
H 3.6062 -26.0337 3.8415  0.085
H 2.5840 -26.7809 4.9667  0.093
H 4.2984 -26.3397 5.4935  0.099
C -6.3295 -21.5645 -2.3372  0.025
C -6.7532 -21.4880 -0.9407  -0.380
O -6.8654 -20.5396 -0.1399  0.159
N -7.2090 -22.7684 -0.3813  0.071
H -7.6187 -22.4700 0.5318  0.200
H -7.9634 -23.2262 -0.9139  0.187
C -6.0809 -23.7349 -0.0508  0.038
H -5.3886 -22.1395 -2.4084  0.073
H -6.2220 -20.5417 -2.6592  0.108
H -7.1409 -22.0062 -2.9398  0.095
H -5.4773 -23.8647 -0.9401  0.064
H -6.5877 -24.6116 0.3110  0.062
H -5.5729 -23.2712 0.7731  0.093
C -7.3587 -23.7177 -6.2518  0.032
C -6.2385 -24.6666 -5.8818  -0.340
O -5.2433 -24.9395 -6.5319  0.176
N -6.3828 -25.3162 -4.4990  0.086
H -6.8012 -24.6105 -3.8707  0.165
H -7.1543 -25.9861 -4.5930  0.187
C -5.1111 -25.9632 -3.9708  0.017
H -7.6621 -22.9492 -5.5412  0.087
H -8.2023 -24.3183 -6.6160  0.113
H -6.9644 -23.1823 -7.1276  0.114
H -4.9454 -26.7859 -4.6917  0.118
H -5.3131 -26.3882 -2.9876  0.098
H -4.2774 -25.2644 -3.9730  0.063
C -0.1864 -25.8608 0.5726  0.019
C -1.3581 -26.5507 1.1861  -0.448
O -1.2789 -27.3831 2.0648  0.133
N -2.6086 -26.2271 0.6842  0.117
H -3.4078 -26.6975 1.1204  0.113
H -2.9045 -25.2518 0.8693  0.109
C -2.7593 -26.4790 -0.9132  0.087
H 0.6409 -25.8961 1.2957  0.069
H -0.3473 -24.8217 0.3219  0.065
H 0.1859 -26.4334 -0.2890  0.077
H -2.4737 -27.5378 -0.9558  0.091
H -2.1158 -25.8540 -1.4906  0.041
H -3.8030 -26.2464 -1.0866  0.059
N -2.9086 -23.9212 -2.3006  -0.534
O -2.2127 -24.5193 -3.1463  -0.023
O -4.1357 -23.6521 -2.5253  -0.117
O -2.3970 -23.5710 -1.1765  -0.024
N -2.9191 -23.2159 2.2027  -0.514
O -3.7819 -24.1426 2.0245  -0.077
O -3.2708 -22.0513 2.4294  0.034
O -1.6820 -23.6409 2.2545  -0.102
N 0.5241 -28.6200 -2.2428  -0.525
O 0.5315 -27.3516 -2.3523  -0.078
O 1.4213 -29.3228 -2.7755  -0.048
O -0.3190 -29.1469 -1.4090  -0.086
N -5.7729 -26.6666 1.7384  -0.536
O -6.7525 -25.9916 1.9908  0.028
O -5.2745 -26.6305 0.5119  -0.140
O -5.1941 -27.3514 2.6118  -0.032

[2]
# C4H9N2OS

2 unconnected molecules or ions with the total composition C4H9N2OS at a distorted geometry (ωB97M-V/def2-TZVPD, the Open Molecules 2025 dataset).

Summary:
- <S²>: 0.7544
- Energy: -740.5555 hartree
- Relative energy (zero: lowest compared OMol25 entry of this formula, charge and spin): 108.1 kcal per mole
- Spin multiplicity: 2
- HOMO level (spin up / spin down): -9.1 / -9.1 eV

Each line ends with the natural charge from an NBO analysis.
Cartesian coordinates (Å):
O -0.0473 2.7361 1.2648  -0.533
C -0.0005 1.5045 1.5965  0.324
C 0.1655 0.4673 0.6885  0.022
C 0.6081 -0.9082 1.1735  -0.696
S -0.4815 -2.2338 1.6533  0.182
N 0.6559 0.8667 -0.6430  -0.618
C -0.0973 0.1928 -1.7642  -0.048
N -0.0824 -1.3035 -1.5160  -0.864
H -0.1359 1.2445 2.6817  0.150
H -1.4796 -0.1983 0.2621  0.021
H 1.3022 -1.2895 0.3860  0.307
H 1.1834 -0.8101 2.1022  0.251
H 0.4529 1.8850 -0.5774  0.400
H -1.1597 0.5474 -1.6989  0.164
H 0.4046 0.4937 -2.7113  0.207
H -0.5802 -1.4926 -0.6289  0.365
H -0.7081 -1.7022 -2.2690  0.367

[3]
# C4H14N

2 unconnected molecules or ions with the total composition C4H14N at a distorted geometry (ωB97M-V/def2-TZVPD, the Open Molecules 2025 dataset).

Summary:
- Energy: -215.2742 hartree
- Net charge: +1
- Relative energy (zero: lowest compared OMol25 entry of this formula, charge and spin): 21.8 kcal per mole
- Spin multiplicity: 1
- HOMO level: -15.2 eV

Each line ends with the natural charge from an NBO analysis.
Cartesian coordinates (Å):
C -0.3686 1.7449 -1.0829  -0.250
C -0.5657 2.0418 0.3820  -0.661
N -0.8554 0.3769 -1.4699  -0.668
H -0.6941 2.6305 -1.6360  0.258
H 0.6867 1.7500 -1.3620  0.228
H 0.0237 1.4588 1.0927  0.238
H -1.6009 2.0570 0.7264  0.236
H -0.5035 0.1880 -2.4085  0.447
H -0.4106 -0.3423 -0.8913  0.455
H -1.8762 0.3168 -1.4463  0.450
H -0.2143 3.0607 0.5711  0.262
C 0.9157 -2.5263 0.5178  -0.630
C 0.9269 -1.4970 1.7083  -0.615
H -0.1179 -2.7239 0.2086  0.193
H 1.5151 -2.0973 -0.2814  0.194
H 1.2451 -3.5182 0.8150  0.240
H 1.2801 -0.5814 1.2332  0.182
H 1.4796 -1.9548 2.5179  0.242
H -0.0838 -1.2375 2.0305  0.200

[4]
# C5H8OS

2 unconnected molecules or ions with the total composition C5H8OS at a distorted geometry (ωB97M-V/def2-TZVPD, the Open Molecules 2025 dataset).

Summary:
- Energy: -668.5594 hartree
- Relative energy (zero: lowest compared OMol25 entry of this formula, charge and spin): 112.4 kcal per mole
- Spin multiplicity: 1
- HOMO level (spin up / spin down): -7.8 / -7.8 eV

Each line ends with the natural charge from an NBO analysis.
Cartesian coordinates (Å):
C -2.0480 -0.6827 -1.0698  0.406
C 0.5703 0.6415 -1.8040  -0.426
C 0.3131 1.3680 -0.4959  -0.464
C 0.1603 -0.1002 -0.5790  -0.259
C 0.1562 -1.0620 1.9160  -0.758
O -2.6427 -0.2923 -2.0749  -0.518
S 0.8470 -1.4220 0.2661  0.318
H -2.2706 -1.6145 -0.5599  0.120
H -0.1988 0.6157 -2.5442  0.234
H 1.5806 0.7907 -2.1082  0.224
H 1.3946 1.7867 -0.2001  0.202
H -0.4013 2.0350 -0.0253  0.237
H 0.3569 -0.1499 2.4616  0.229
H 0.3247 -2.0169 2.5670  0.237
H -0.9523 -1.1302 1.5854  0.219